{
  "formula": "C2H4FNO2",
  "method": "ωB97M-V/def2-TZVPD",
  "smiles": "C[C@@H](F)[N+](=O)[O-]",
  "relative_energy_ev": 4.124,
  "total_energy_ev": -10437.415,
  "max_force_ev_per_a": 6.94,
  "orbital_gap_ev": 11.07,
  "symbols": ["F", "O", "O", "N", "C", "C", "H", "H", "H", "H"],
  "xyz": [[1.48546, 1.72197, -0.18241], [2.95578, 0.07991, 0.77166], [2.36804, -1.52199, -0.56929], [2.23314, -0.40259, -0.11221], [1.17708, 0.45520, -0.42167], [-0.18122, 0.06120, 0.52774], [0.17878, -0.01698, 1.60203], [-0.43321, -0.89851, 0.11948], [0.65715, 0.37411, -1.41190], [-0.85045, 0.77617, 0.35876]],
  "forces_ev_per_angstrom": [[0.558, 1.039, -0.046], [-0.318, -0.891, -0.943], [-0.748, 0.610, -0.368], [3.426, -0.955, 2.355], [-6.893, 0.550, -0.243], [6.379, -2.633, 0.712], [-0.671, 0.165, -1.322], [-0.588, -0.491, 0.161], [1.621, -0.284, 0.313], [-2.767, 2.889, -0.617]]
}